(a)
ORCA calculation (ωB97M-V/def2-TZVPD) on 7 unconnected molecules or ions with the total composition C30H79N5O12.

Geometry (Å):
O (0.957, 2.809, -3.337)
O (2.355, 6.659, -0.287)
H (6.416, -5.553, 3.151)
H (0.272, -2.645, -3.708)
H (6.970, -4.173, 4.179)
N (-1.014, -3.160, 0.170)
C (-1.203, -2.150, -7.285)
H (-0.046, 5.657, 5.497)
H (0.155, 3.925, 5.650)
H (-0.196, 1.749, 1.150)
C (-5.492, -0.034, -10.914)
H (2.431, -0.382, 3.088)
H (4.337, -1.651, 3.709)
H (1.763, -4.797, -0.908)
H (-3.701, -2.047, 1.946)
O (-4.282, -0.653, -10.554)
H (2.946, -3.144, 2.343)
H (1.452, 4.312, -1.364)
H (5.316, -3.301, 1.366)
H (-2.194, -1.575, -9.641)
H (-5.695, -3.991, -0.180)
H (0.108, -5.030, 4.395)
H (-4.642, -0.215, -8.519)
H (0.847, -3.234, 0.841)
C (-2.895, -1.420, -8.817)
H (-0.065, -3.647, 5.432)
H (-0.222, -1.540, -0.408)
C (-3.840, -0.314, -9.263)
C (-0.600, 4.855, 7.396)
N (3.065, -2.169, 2.074)
C (-0.482, -1.857, -3.716)
C (2.120, 2.514, -1.261)
H (0.480, -6.989, -0.634)
H (0.385, 5.113, 7.808)
H (-1.153, 0.828, 2.353)
H (-2.944, 4.189, 3.611)
H (0.160, 1.841, -1.581)
C (6.113, -4.771, 3.856)
H (-3.477, -2.344, -8.716)
H (-0.308, 3.374, -4.799)
H (-1.262, 2.300, 3.974)
H (1.152, 8.047, 0.738)
C (-0.382, -1.803, -6.060)
H (6.377, -2.681, 2.632)
C (2.309, 5.704, 0.738)
H (-1.168, -1.863, -2.871)
O (-0.129, -5.271, -1.676)
H (-6.299, -0.341, -10.238)
O (0.928, -3.304, 3.651)
H (-1.818, 1.298, 0.750)
H (-0.019, -0.867, -3.601)
H (0.456, -2.516, -6.023)
H (0.922, -0.485, -0.451)
H (5.713, -5.260, 4.748)
C (-3.100, -2.357, 1.083)
H (-1.033, -7.157, -1.626)
H (-1.203, -1.974, 1.882)
H (-1.125, 6.228, 9.696)
H (1.392, 0.996, -2.599)
C (-0.234, 2.568, -4.067)
H (-2.716, -0.830, -6.892)
H (1.502, -4.339, 5.364)
C (-0.527, 4.747, 5.886)
O (-1.205, -1.912, -4.931)
H (-1.660, -3.726, -0.382)
H (0.083, -0.817, -6.178)
H (2.250, -2.224, 4.782)
H (-5.727, -0.322, -11.936)
C (0.630, -4.139, 4.729)
H (-2.264, 4.829, 9.392)
H (-0.521, -2.330, -8.123)
H (-0.237, 1.581, -4.532)
C (5.358, -3.019, 2.423)
H (-2.783, 6.492, 9.234)
H (1.241, -1.168, 2.091)
C (-1.698, -2.832, 1.418)
H (4.843, -0.941, 2.221)
C (2.109, 7.952, 0.212)
H (2.975, 2.823, -1.883)
C (-1.193, 1.606, 1.586)
C (2.055, -1.361, 2.796)
H (0.035, -4.815, 1.092)
H (-3.324, 0.653, -9.260)
C (1.045, 1.960, -2.210)
C (4.404, -1.853, 2.634)
O (-0.047, -0.575, -0.527)
H (0.877, -3.594, -1.669)
H (-5.433, 1.060, -10.866)
H (-1.012, -6.269, -0.136)
H (-2.572, 5.006, 5.679)
H (1.271, 5.637, 1.101)
C (-5.109, -3.131, 0.132)
H (-1.579, 5.273, 3.320)
C (-1.902, 4.381, 3.869)
O (2.806, -0.884, -0.554)
H (-3.010, -1.516, 0.384)
C (0.198, -3.992, 0.393)
H (2.145, 8.647, -0.623)
H (-0.831, 3.896, 7.878)
H (3.589, 4.454, -0.349)
H (-5.636, -2.668, 0.977)
H (3.641, -0.418, -0.666)
H (-0.061, 3.448, 3.241)
O (-1.559, 5.832, 7.726)
C (2.659, 4.298, 0.227)
H (-1.738, -3.643, 2.152)
N (-2.082, -1.055, -7.654)
N (-1.814, 4.447, 5.318)
O (-3.796, -3.440, 0.489)
C (-1.936, 5.824, 9.081)
H (-1.674, -3.132, -7.136)
H (2.512, 1.743, -0.597)
C (-1.119, 3.172, 3.331)
C (1.477, -2.068, 4.015)
H (2.949, 3.688, 1.085)
H (-1.107, 2.733, -3.425)
N (1.598, 3.709, -0.553)
C (-0.412, -6.496, -1.032)
C (0.735, -4.408, -0.957)
O (-1.638, 2.871, 2.044)
H (2.880, 8.214, 0.948)
H (-5.176, -2.397, -0.679)
O (5.023, -4.046, 3.338)
H (2.929, -1.417, 0.263)
H (0.703, -1.432, 4.468)
H (2.907, 5.929, 1.629)

The SMILES is COCCNCCOC.COCCNCCOC.COCCNCCOC.COCCNCCOC.COCCNCCOC.O.O. The highest occupied orbital energy comes out at -8.52 eV. As for the frontier orbital gap: 8.954 eV.

=====

(b)
ORCA calculation (ωB97M-V/def2-TZVPD) on 7 unconnected molecules or ions with the total composition C30H79N5O12.

Geometry (Å):
H (12.689, 11.724, 11.775)
H (12.682, 7.943, 11.678)
H (10.670, 12.322, 14.165)
H (9.339, 10.552, 14.892)
H (11.406, 8.455, 21.909)
C (12.132, 7.560, 13.754)
O (14.670, 8.992, 18.278)
H (8.170, 12.939, 14.148)
H (14.903, 12.962, 16.177)
H (5.955, 15.446, 16.014)
H (10.374, 10.149, 8.232)
H (10.139, 8.494, 17.342)
C (11.351, 6.131, 23.123)
C (10.072, 6.918, 14.629)
C (12.826, 8.422, 12.646)
C (15.357, 7.794, 18.754)
C (12.958, 10.677, 11.636)
H (6.320, 15.371, 17.811)
H (8.628, 8.695, 23.205)
C (10.388, 7.815, 18.157)
C (6.194, 14.824, 16.876)
H (11.562, 13.997, 24.077)
H (11.379, 7.368, 18.075)
C (11.574, 9.907, 23.257)
H (7.964, 15.539, 15.076)
C (7.292, 10.187, 12.577)
H (7.704, 10.133, 21.615)
N (12.456, 9.844, 12.743)
H (6.261, 9.177, 21.427)
C (12.137, 11.289, 23.611)
H (12.628, 14.084, 16.743)
H (10.617, 13.343, 12.852)
H (8.204, 10.242, 19.325)
O (7.370, 14.079, 16.582)
O (13.365, 12.956, 18.300)
O (10.348, 8.453, 19.399)
H (14.035, 10.838, 11.610)
C (12.418, 13.455, 19.148)
H (6.598, 9.635, 13.210)
H (9.759, 13.341, 16.022)
C (11.081, 9.675, 19.518)
C (8.307, 14.932, 15.914)
H (13.337, 7.918, 17.021)
H (13.900, 8.517, 12.804)
H (12.229, 11.318, 24.697)
H (15.707, 8.023, 19.760)
H (12.714, 10.414, 17.444)
H (11.490, 11.214, 20.869)
H (9.984, 10.394, 21.287)
H (10.693, 10.337, 18.745)
C (10.439, 9.508, 9.111)
H (12.510, 7.906, 14.717)
O (15.352, 10.184, 13.697)
C (13.971, 12.428, 15.989)
C (7.265, 9.326, 21.028)
H (12.951, 13.575, 20.091)
H (7.135, 8.914, 18.866)
H (6.687, 10.703, 11.831)
H (12.731, 9.996, 15.684)
H (11.400, 6.163, 24.212)
C (6.282, 11.201, 17.980)
C (7.252, 9.758, 19.545)
H (7.269, 7.505, 23.036)
C (9.091, 6.672, 22.910)
H (15.059, 10.523, 14.543)
H (10.230, 14.799, 15.100)
H (14.690, 6.931, 18.758)
O (11.115, 12.214, 23.187)
C (11.455, 13.622, 23.059)
H (8.789, 12.261, 11.715)
H (16.189, 7.430, 18.151)
H (9.809, 10.977, 12.291)
O (10.773, 7.879, 13.701)
C (9.119, 11.754, 12.622)
H (11.987, 12.462, 16.879)
H (8.851, 5.862, 22.222)
O (10.047, 10.088, 15.339)
H (5.980, 10.483, 17.218)
H (9.445, 9.253, 9.479)
H (9.085, 7.332, 14.838)
C (9.946, 12.745, 13.469)
H (10.528, 6.747, 15.604)
O (11.057, 10.166, 10.245)
H (8.942, 6.279, 23.916)
H (9.791, 6.025, 14.071)
N (8.146, 8.162, 21.261)
H (12.003, 14.446, 18.964)
N (14.418, 10.986, 16.270)
H (7.194, 11.716, 17.681)
C (8.221, 7.858, 22.638)
H (14.559, 10.158, 13.162)
H (12.782, 11.049, 9.440)
H (11.454, 9.954, 12.681)
H (12.324, 6.488, 13.739)
H (14.716, 8.521, 16.189)
H (10.510, 9.840, 23.483)
H (12.127, 9.540, 19.245)
H (5.396, 14.124, 17.127)
H (10.741, 14.229, 22.503)
H (11.183, 5.180, 22.618)
H (12.017, 9.157, 23.912)
H (13.023, 9.429, 9.729)
C (12.901, 13.050, 16.957)
C (12.515, 10.286, 10.172)
H (10.345, 9.436, 14.705)
O (6.254, 10.743, 19.332)
H (13.089, 11.460, 23.108)
C (9.428, 14.088, 15.300)
N (8.980, 13.535, 14.059)
N (11.788, 9.390, 21.899)
H (15.113, 10.888, 16.997)
C (11.011, 10.239, 20.955)
H (9.573, 7.098, 18.058)
O (10.407, 7.088, 22.662)
H (12.255, 6.560, 22.690)
H (5.543, 12.002, 17.989)
H (10.971, 8.571, 8.946)
O (8.030, 11.162, 13.358)
C (13.323, 10.112, 16.592)
C (14.007, 8.776, 16.977)
H (8.745, 15.538, 16.706)
H (12.473, 13.648, 22.670)
H (11.549, 12.823, 19.330)
H (13.640, 12.630, 14.970)
H (9.003, 8.133, 20.728)
H (7.912, 9.380, 12.188)

The SMILES is COCCNCCOC.COCCNCCOC.COCCNCCOC.COCCNCCOC.COCCNCCOC.O.O. The highest occupied orbital energy comes out at -7.92 eV. As for the frontier orbital gap: 8.495 eV.

=====

Going by the energies, (a) is most stable and the next is 189.6 kJ/mol up.